<1>
DFT (ωB97M-V with the def2-TZVPD basis set) results for 2 unconnected molecules or ions with the total composition C2H7N2O.

Results
2S+1	1
highest occupied orbital energy	-14.72	eV
total charge	+1
molar mass	75.091	g mol⁻¹

Structure (XYZ):
```
12
C2H7N2O (ωB97M-V with the def2-TZVPD basis set)
C -0.52700 0.21897 -0.12608
C -3.13445 0.34703 -0.02986
N -1.66652 0.35834 -0.12416
N 3.08585 -0.31598 0.14793
O 0.64031 -0.00247 -0.28771
H 2.14169 0.01320 -0.14936
H -3.43310 0.79862 0.87993
H -3.57729 0.81275 -0.82575
H -3.52141 -0.76144 -0.01915
H 3.70089 0.09249 -0.49328
H 2.89179 -1.32549 -0.08508
H 3.39924 -0.23600 1.11256
```

<2>
DFT (ωB97M-V with the def2-TZVPD basis set) results for 2 unconnected molecules or ions with the total composition C2H7N2O.

Results
2S+1	1
highest occupied orbital energy (spin up / spin down)	-14.28 / -12.63	eV
total charge	+1
molar mass	75.091	g mol⁻¹

Structure (XYZ):
```
12
C2H7N2O (ωB97M-V with the def2-TZVPD basis set)
C 0.18820 0.37440 -0.66069
C -0.71635 -2.17027 1.21927
N -0.00132 0.19406 0.67642
N 0.32476 1.81873 -0.95531
O 1.26386 0.08778 0.12195
H -0.10592 -0.38876 -1.39463
H 0.28761 -2.52660 1.44422
H -1.35085 -1.75126 2.02229
H -1.07979 -2.12002 0.26383
H 0.82972 2.30206 -0.10144
H -0.53489 2.29510 -0.86644
H 0.89497 1.88477 -1.76948
```

<3>
DFT (ωB97M-V with the def2-TZVPD basis set) results for 2 unconnected molecules or ions with the total composition C2H7N2O.

Results
2S+1	1
highest occupied orbital energy	-15.89	eV
total charge	+1
molar mass	75.091	g mol⁻¹

Structure (XYZ):
```
12
C2H7N2O (ωB97M-V with the def2-TZVPD basis set)
C -0.02822 0.82499 0.18430
C -1.38299 0.69926 -0.25327
N 1.09600 1.48920 -0.03338
N 0.67067 -1.53103 0.03855
O 0.60630 1.03222 1.30038
H -1.99961 1.35453 0.37793
H -1.77663 -0.30286 -0.07962
H -1.48679 0.97138 -1.30171
H 1.98406 1.08601 -0.31900
H 0.64267 -1.92521 0.97242
H 1.61495 -1.62798 -0.31997
H 0.05959 -2.07050 -0.56663
```

<4>
DFT (ωB97M-V with the def2-TZVPD basis set) results for a gas-phase ion, C2H7N2O (charge +1).

Results
2S+1	1
highest occupied orbital energy	-15.15	eV
total charge	+1
SMILES string	NC(=O)C[NH3+]
molar mass	75.091	g mol⁻¹

Structure (XYZ):
```
12
C2H7N2O (ωB97M-V with the def2-TZVPD basis set)
N 0.15737 0.40090 -1.57059
C -0.38835 0.55186 -0.20421
C 0.37964 -0.60499 0.61001
N -0.03814 -0.62865 1.86777
O 1.25039 -1.19526 0.02488
H -0.31996 1.00352 -2.24429
H 1.17180 0.51575 -1.63267
H 0.04497 -0.58610 -1.83504
H -1.47909 0.37280 -0.12630
H -0.29320 1.53889 0.26790
H -0.72546 -0.03607 2.30191
H 0.24003 -1.33264 2.54063
```

The least stable of them is <2>.

<1>
DFT (ωB97M-V with the def2-TZVPD basis set) results for a single C5H11N3O molecule.

Results
2S+1	1
highest occupied orbital energy	-8.42	eV
SMILES string	[H]/N=C(/C)N(C)NC(C)=O
molar mass	129.163	g mol⁻¹

Structure (XYZ):
```
20
C5H11N3O (ωB97M-V with the def2-TZVPD basis set)
C 0.36706 -1.10988 -1.51820
C 2.23161 1.46421 0.95612
C -2.40879 0.15973 -0.66807
N -0.05630 -0.78811 -0.16884
N 0.87906 -0.52109 0.86686
C 0.92798 0.85247 0.49781
C -1.46947 -0.47280 0.31726
N -1.90660 -0.95048 1.41613
O 0.01090 1.64408 0.17804
H 1.56118 -1.07548 1.36511
H -1.20069 -1.54422 1.85192
H 1.41505 -1.42235 -1.57121
H -0.25100 -1.92389 -1.90894
H 0.23649 -0.24086 -2.16806
H 3.08165 0.80342 0.76926
H 2.14805 1.68943 2.02215
H 2.40097 2.40716 0.43016
H -2.72691 1.12178 -0.25694
H -1.93603 0.36317 -1.62790
H -3.30422 -0.45629 -0.78267
```

<2>
DFT (ωB97M-V with the def2-TZVPD basis set) results for 2 unconnected molecules or ions with the total composition C5H11N3O.

Results
2S+1	1
highest occupied orbital energy	-8.97	eV
SMILES string	NCC(N)=O.CCC#N
molar mass	129.163	g mol⁻¹

Structure (XYZ):
```
20
C5H11N3O (ωB97M-V with the def2-TZVPD basis set)
C 2.24152 0.86051 -0.22782
C 1.55199 -0.19912 0.64042
N 1.52055 -1.45098 0.13268
N 2.13840 0.75904 -1.66592
O 1.09823 0.06366 1.73754
H 1.79395 -1.63771 -0.81645
H 1.06815 -2.18452 0.65220
H 1.16539 0.69738 -1.95738
H 2.62996 -0.05529 -2.02161
H 3.30005 0.84353 0.04680
H 1.84334 1.82882 0.07870
C -1.73052 -0.02024 0.75454
C -3.23927 0.14584 0.56991
C -1.09235 -0.01836 -0.52980
N -0.64375 -0.02226 -1.58356
H -1.50062 -0.96134 1.26038
H -1.30776 0.78944 1.35530
H -3.46183 1.08860 0.07453
H -3.63975 -0.66286 -0.03629
H -3.73574 0.13583 1.53579
```

The least stable of them is <1>.

<1>
DFT (ωB97M-V with the def2-TZVPD basis set) results for 2 unconnected molecules or ions with the total composition C5H11N3O.

Results
2S+1	1
highest occupied orbital energy	-8.38	eV
SMILES string	[H]/N=C(/N)C(N)=O.C=CC
molar mass	129.163	g mol⁻¹

Structure (XYZ):
```
20
C5H11N3O (ωB97M-V with the def2-TZVPD basis set)
C -2.16336 0.06884 0.13358
C -0.98392 -0.44460 -0.62303
C -0.81492 -0.52715 -1.93686
H -0.34678 -1.28436 0.02094
H -1.95798 0.13755 1.20322
H -2.43759 1.06328 -0.21980
H -3.02802 -0.58424 0.00535
H -1.49168 -0.01683 -2.60891
H 0.04683 -1.03425 -2.34611
C 1.16386 -1.03613 0.35020
C 1.24492 0.81361 -0.06415
N 1.10113 -1.05701 1.72617
N 0.65588 1.69289 0.82165
N 2.21383 1.17059 -0.78311
O 1.87181 -1.66943 -0.40060
H 0.52977 -1.77462 2.14435
H 1.12892 -0.17594 2.21744
H -0.34355 1.61348 0.91858
H 0.94473 2.65608 0.69891
H 2.66612 0.38825 -1.25781
```

<2>
DFT (ωB97M-V with the def2-TZVPD basis set) results for 2 unconnected molecules or ions with the total composition C5H11N3O.

Results
2S+1	1
highest occupied orbital energy (spin up / spin down)	-6.99 / -6.99	eV
molar mass	129.163	g mol⁻¹

Structure (XYZ):
```
20
C5H11N3O (ωB97M-V with the def2-TZVPD basis set)
C -2.23245 0.57318 0.40471
N 0.46329 0.94380 0.15979
C -1.07601 0.81052 -0.52224
N 0.46684 0.75023 1.58232
O -1.10744 1.48212 -1.52433
H 0.73443 1.91621 -0.01608
H 1.43437 0.84504 1.88450
H 0.20080 -0.21653 1.74471
H -3.10489 0.38244 -0.21693
H -2.41255 1.47494 0.99516
H -2.08067 -0.27038 1.07275
C -0.42005 -1.15974 -1.06252
C 1.24390 0.00026 -0.68162
C 2.39733 -0.53791 -0.15779
N -0.50145 -2.25420 -0.43084
H -0.04182 -2.19548 0.48727
H -0.83121 -1.16052 -2.08152
H 1.24325 0.36956 -1.70374
H 2.53079 -0.73754 0.89699
H 3.09353 -1.01600 -0.83059
```

<3>
DFT (ωB97M-V with the def2-TZVPD basis set) results for a single C5H11N3O molecule.

Results
2S+1	1
highest occupied orbital energy	-8.55	eV
SMILES string	C[C@@H](N)C(=O)NN1CC1
molar mass	129.163	g mol⁻¹

Structure (XYZ):
```
20
C5H11N3O (ωB97M-V with the def2-TZVPD basis set)
C -2.94065 -0.50075 0.09612
C -1.39724 -0.51760 0.28666
C -0.74831 0.92727 0.02652
C 2.52907 0.04768 0.83310
C 2.75540 -0.24562 -0.56750
H -3.51552 -0.02736 0.93337
H -2.91669 -1.79378 0.14854
H -3.40562 -0.19082 -0.89435
H -1.30342 -0.69203 1.51701
H 0.45654 -1.65074 -0.31023
H -1.12451 -2.42692 -0.14626
H 1.04991 1.62960 -0.67271
H 2.85388 1.13632 1.13175
H 2.88192 -0.70110 1.49369
H 2.96048 0.65136 -1.07253
H 2.89146 -1.19953 -0.84472
N -0.60879 -1.67632 -0.39712
N 0.58614 0.74353 -0.32214
N 1.25934 -0.44422 0.08828
O -1.33436 2.07977 -0.11450
```

The least stable of them is <3>.

<1>
DFT (ωB97M-V with the def2-TZVPD basis set) results for 2 unconnected molecules or ions with the total composition C3H9OS.

Results
2S+1	1
highest occupied orbital energy	-1.78	eV
total charge	-1
molar mass	93.171	g mol⁻¹

Structure (XYZ):
```
14
C3H9OS (ωB97M-V with the def2-TZVPD basis set)
C 1.69138 1.92605 -1.13571
O 1.69217 1.72309 0.32449
H 2.53379 1.37153 -1.52775
H 1.75260 3.00652 -1.41762
H 0.66301 1.69005 -1.37294
C -1.66546 -2.10657 1.25540
S 0.00335 -1.02659 1.21801
C -0.49188 -0.23371 -0.26869
H -2.45957 -1.37766 1.31043
H -1.51569 -2.80123 0.42399
H -1.65466 -2.61195 2.22034
H -0.40861 -0.98853 -1.02754
H 1.11172 0.88088 0.32022
H -1.25216 0.54812 -0.32264
```

<2>
DFT (ωB97M-V with the def2-TZVPD basis set) results for 2 unconnected molecules or ions with the total composition C3H9OS.

Results
2S+1	1
highest occupied orbital energy	-2.57	eV
total charge	-1
molar mass	93.171	g mol⁻¹

Structure (XYZ):
```
14
C3H9OS (ωB97M-V with the def2-TZVPD basis set)
C 1.25390 1.06604 1.47824
C 0.62785 -0.24528 0.97485
C -0.60254 -0.08705 0.06672
S -1.41663 -1.69682 -0.22630
H 2.32287 1.10707 1.34321
H 1.05028 1.19479 2.53497
H 0.80994 1.91628 0.95348
H 1.36378 -0.88515 0.47286
H 0.29846 -0.87392 1.81043
H -0.25320 0.22164 -0.92469
H -1.27397 0.63350 0.51288
H -2.00773 -0.29488 -2.86183
H -0.94111 -1.41031 -2.81224
O -1.23191 -0.64589 -3.32258
```

The least stable of them is <1>.